(1)
DFT (ωB97M-V/def2-TZVPD) results for C6H5FN2O in the gas phase.

XYZ file:
```
15
Properties=species:S:1:pos:R:3
C -1.3607 -1.7066 -1.3173
C -0.9149 -1.7332 -0.0343
C -0.3844 0.1526 -1.0027
C 1.0119 1.9676 -0.4352
C 1.2720 1.6009 0.7972
C 0.2610 -0.1056 1.4101
N -1.0219 -0.5305 -1.9111
N -0.2858 -0.5263 0.1791
O 0.1373 1.3618 -1.2763
F 2.1135 2.0919 1.6900
H -1.8984 -2.4451 -1.8720
H -0.9648 -2.4764 0.7331
H 1.4618 2.8334 -0.9089
H 1.0334 -0.7468 1.8158
H -0.4600 0.2622 2.1327
```

The LUMO energy is 0.571 eV. For the HOMO-LUMO gap, the calculation gives 9.01 eV. The HOMO energy comes out at -8.443 eV.

Here are the Mulliken charges for atoms 1 to 5, given in e: -0.498 -0.323 0.499 -0.261 0.245

(2)
DFT (ωB97M-V/def2-TZVPD) results for a molecular structure, C6H5FO.

XYZ file:
```
13
Properties=species:S:1:pos:R:3
C 0.7669 1.0965 0.1358
C 2.1291 -0.4805 0.0453
C 0.9801 -1.1307 -0.1849
C -0.0210 -0.0451 0.0874
C -1.4452 -0.4152 0.0440
C -2.3281 0.5369 -0.0274
H 3.2301 -0.7279 -0.1401
H 0.7815 -2.1850 -0.2410
H -1.4083 -1.6595 0.6749
H -1.9615 1.5771 -0.4860
H -3.3351 0.2684 0.0588
O 2.0832 0.8139 0.0673
F 0.5282 2.3511 -0.0341
```

The LUMO energy is 0.941 eV. For the HOMO-LUMO gap, the calculation gives 9.45 eV. The HOMO energy comes out at -8.505 eV.

Here are the Mulliken charges for atoms 1 to 5, given in e: 0.210 -0.251 -0.692 0.727 -0.159

(3)
DFT (ωB97M-V/def2-TZVPD) results for a molecular structure, C6H5InNO2.

XYZ file:
```
15
Properties=species:S:1:pos:R:3
In -9.3146 8.4940 27.9797
C -4.5998 10.1985 22.2811
C -4.1326 11.0646 23.3990
C -4.6014 10.8781 24.6862
C -5.3790 9.7508 24.8728
C -5.9159 8.9302 23.7737
C -5.5035 9.1793 22.4613
N -5.8451 9.4677 26.2143
O -5.2601 9.9455 27.1609
O -6.8282 8.7279 26.3811
H -4.1334 10.4115 21.3191
H -3.4899 11.9236 23.2093
H -4.3521 11.5868 25.4695
H -6.5274 8.0546 23.9810
H -5.8813 8.5728 21.6463
```

The LUMO energy is -18.602 eV. For the HOMO-LUMO gap, the calculation gives 3.30 eV. The net charge is +3. The HOMO energy comes out at -21.905 eV.

Here are the Mulliken charges for atoms 1 to 5, given in e: 0.985 -0.135 -0.128 -0.297 0.616

(4)
DFT (ωB97M-V/def2-TZVPD) results for C6H5N3OS in the gas phase.

XYZ file:
```
16
Properties=species:S:1:pos:R:3
N -3.9192 -0.5633 0.3799
C -2.6477 -0.1591 -0.0308
N -2.4107 1.1744 -0.2342
N -1.0709 1.3866 -0.2379
C -0.3814 0.3055 -0.0369
C 1.0613 0.1325 -0.0422
C 2.0356 1.0773 0.1944
C 3.2171 0.2776 0.1745
C 2.8669 -1.0490 -0.0507
O 1.5543 -1.1529 -0.1447
S -1.2616 -1.1958 -0.0821
H -4.2904 -1.3030 -0.2469
H -4.5096 0.2012 0.2868
H 1.8705 2.1459 0.0842
H 4.3384 0.5676 0.2800
H 3.5473 -1.8455 -0.2932
```

The LUMO energy is 0.260 eV. The SMILES is Nc1nnc(-c2ccco2)s1. For the HOMO-LUMO gap, the calculation gives 8.36 eV. The HOMO energy comes out at -8.102 eV.

Here are the Mulliken charges for atoms 1 to 5, given in e: -0.510 0.395 -0.532 -0.299 0.382

(5)
DFT (ωB97M-V/def2-TZVPD) results for C6H5NO in the gas phase.

XYZ file:
```
13
Properties=species:S:1:pos:R:3
C -2.6323 0.0534 0.2748
C -1.5437 -0.8734 -0.3119
C -0.1624 -0.3798 -0.3379
C 0.7178 -1.3995 0.0551
N 2.0002 -0.8479 0.1528
C 1.7619 0.3792 0.1302
C 0.3782 0.9153 -0.0559
O 0.0348 2.0314 -0.1328
H -2.4781 1.1118 0.5920
H -3.8372 -0.2604 0.6556
H -2.0388 -1.8398 -0.2650
H 0.4047 -2.5436 0.1208
H 2.5522 1.0452 0.3625
```

The LUMO energy is -1.822 eV. The SMILES is C=CC1=CN=CC1=O. For the HOMO-LUMO gap, the calculation gives 6.52 eV. The HOMO energy comes out at -8.337 eV.

Here are the Mulliken charges for atoms 1 to 5, given in e: -0.625 -0.351 0.586 -0.373 -0.510

(6)
DFT (ωB97M-V/def2-TZVPD) results for C6H5NO in the gas phase.

XYZ file:
```
13
Properties=species:S:1:pos:R:3
N 3.6573 0.0792 0.3184
C 2.4688 -0.2965 -0.4757
C 0.9959 -0.1861 -0.4795
C 0.4269 1.0314 -0.4397
C -0.9806 1.2292 0.0348
C -1.9116 0.1327 0.0185
O -1.3884 -1.1662 -0.3414
C 0.1689 -1.3726 0.0989
H 0.9326 1.9823 -0.5021
H -1.7129 2.1654 0.4234
H -3.1035 0.2581 0.5137
H 0.1399 -1.5495 1.2951
H 0.3067 -2.3075 -0.4642
```

The LUMO energy is -1.117 eV. The SMILES is N#CC1=CC=COC1. For the HOMO-LUMO gap, the calculation gives 7.62 eV. The HOMO energy comes out at -8.740 eV.

Here are the Mulliken charges for atoms 1 to 5, given in e: -0.278 -0.195 0.499 -0.369 -0.301

(7)
DFT (ωB97M-V/def2-TZVPD) results for a molecular structure, C6H5NO2.

XYZ file:
```
14
Properties=species:S:1:pos:R:3
C -0.3170 0.9796 -2.1508
C -0.0095 0.6895 -0.8754
C -1.4137 -1.1677 -0.0756
C -0.9869 -0.3572 -0.9580
C 0.6605 -0.9340 1.5027
C 0.8846 0.3960 1.3833
N 0.8301 1.0426 0.1523
O -1.3057 -0.0721 -2.2611
O -1.7370 -2.0387 0.6103
H -0.2091 1.5178 -3.0176
H 0.7275 -1.6864 0.7371
H 0.5763 -1.3225 2.5131
H 0.9808 1.0846 2.1639
H 1.3190 1.8686 0.2758
```

The LUMO energy is 0.404 eV. For the HOMO-LUMO gap, the calculation gives 8.24 eV. The HOMO energy comes out at -7.836 eV.

Here are the Mulliken charges for atoms 1 to 5, given in e: -0.785 0.581 0.350 0.372 -1.179

(8)
DFT (ωB97M-V/def2-TZVPD) results for C6H5NO2S in the gas phase.

XYZ file:
```
15
Properties=species:S:1:pos:R:3
O -2.0165 -2.8188 -1.6135
N -1.0680 -2.2730 -1.1168
O 0.2360 -2.5367 -1.8045
S 1.5349 -1.7737 -1.1618
C 0.6521 -0.3854 -0.3888
C 0.9256 0.9169 -0.7483
C 0.4794 1.9940 -0.0265
C -0.2401 1.7339 1.1192
C -0.4155 0.4839 1.6727
C 0.0095 -0.6306 0.8974
H 1.4929 1.1270 -1.6346
H 0.5853 2.9728 -0.6256
H -0.8483 2.4266 1.6852
H -1.0705 0.3361 2.5713
H -0.2567 -1.5731 1.1748
```

The LUMO energy (alpha / beta) is -0.547 / -0.546 eV. The SMILES is O=NOSc1ccccc1. For the HOMO-LUMO gap (alpha / beta), the calculation gives 8.24 / 8.25 eV. The HOMO energy (alpha / beta) comes out at -8.791 / -8.792 eV.

Here are the Mulliken charges for atoms 1 to 5, given in e: -0.334 0.296 -0.223 0.083 -0.220

(9)
DFT (ωB97M-V/def2-TZVPD) results for C6H5NO4S in the gas phase.

XYZ file:
```
17
Properties=species:S:1:pos:R:3
C -0.8619 -1.2967 0.7312
C 0.6561 1.6040 1.1245
C -0.7930 -0.5781 -1.6885
C -2.2696 0.6992 -0.1408
C 1.3795 0.8497 0.0348
C -1.2578 -0.3554 -0.2481
N 0.5735 -1.2830 1.0607
O -1.5448 -2.0506 1.3742
O 0.2945 2.7293 0.9224
O -1.1415 -0.0966 -2.7138
O -3.0050 0.8423 0.7770
S 1.8414 -0.7273 0.1138
H 0.6474 1.0858 2.0153
H -0.0762 -1.4442 -1.8982
H -2.2496 1.3945 -0.9754
H 1.5783 1.6041 -0.7513
H 0.7136 -2.0200 1.6868
```

The LUMO energy (alpha / beta) is -3.048 / -1.949 eV. For the HOMO-LUMO gap (alpha / beta), the calculation gives 5.53 / 8.04 eV. The HOMO energy (alpha / beta) comes out at -8.582 / -9.988 eV.

Here are the Mulliken charges for atoms 1 to 5, given in e: 0.458 -0.139 0.033 -0.273 -0.217

(10)
DFT (ωB97M-V/def2-TZVPD) results for 2 unconnected molecules or ions with the total composition C6H5NOS.

XYZ file:
```
14
Properties=species:S:1:pos:R:3
C 0.5172 2.7018 -0.2540
C 0.0112 -2.2164 -0.6363
C 0.9135 -1.0820 -0.3484
C -1.2611 -1.9277 -0.3354
C 0.2585 -0.1017 0.2105
C 0.9801 1.8866 0.7709
N 0.0350 3.4855 -0.9006
O -2.2708 0.6555 0.2210
S -1.4314 -0.4611 0.6726
H 0.1026 -3.2681 -0.9575
H 2.0150 -1.1159 -0.3468
H -2.2631 -2.3731 -0.6258
H 0.3379 1.9349 1.6442
H 2.0554 1.8818 0.8859
```

The LUMO energy is -0.349 eV. For the HOMO-LUMO gap, the calculation gives 9.15 eV. The HOMO energy comes out at -9.504 eV.

Here are the Mulliken charges for atoms 1 to 5, given in e: 0.488 -0.131 -0.415 -0.406 0.041

Let's list maximum force in order: 5.222; 6.709; 3.626; 3.509; 9.630; 14.444; 3.813; 4.562; 3.908; 4.809 eV Å⁻¹.
Let's list energy above the lowest of the compared OMol25 structures with the same formula, charge and spin in order: 51.2; 70.2; 20.2; 20.0; 102.5; 159.7; 132.0; 59.5; 29.8; 97.1 kcal/mol.
Let's list total energy in order: -516.1389; -406.5878; -625.5087; -869.2701; -361.4209; -361.3297; -436.6856; -834.8957; -985.3725; -759.6122 hartree.